No. 1
{"formula": "C17H28N2O2", "method": "the ωB97M-V functional and the def2-TZVPD basis", "e_tot_ha": -924.5922, "e_above_lowest_kcal_mol": 31.3, "spin_multiplicity": 1, "max_force_ev_per_a": 0.693, "total_charge": 0, "orbital_gap_ev": 8.92, "species": ["C", "C", "N", "C", "C", "C", "C", "C", "O", "N", "C", "C", "C", "C", "C", "C", "C", "C", "O", "C", "C", "H", "H", "H", "H", "H", "H", "H", "H", "H", "H", "H", "H", "H", "H", "H", "H", "H", "H", "H", "H", "H", "H", "H", "H", "H", "H", "H", "H"], "positions_angstrom": [[1.512, -0.397, -3.084], [1.485, -1.723, -2.327], [0.122, -2.126, -2.034], [-0.141, -3.546, -2.169], [-0.282, -3.942, -3.636], [-0.432, -1.518, -0.849], [0.048, -2.111, 0.499], [-0.427, -1.237, 1.644], [-1.464, -1.444, 2.242], [0.409, -0.208, 1.911], [0.223, 0.809, 2.943], [0.080, 0.124, 4.306], [1.472, 1.689, 2.935], [-1.051, 1.643, 2.658], [-1.042, 2.270, 1.295], [-0.472, 3.517, 1.073], [-0.419, 4.059, -0.199], [-0.940, 3.358, -1.279], [-0.895, 3.845, -2.550], [-1.536, 2.119, -1.065], [-1.588, 1.593, 0.210], [1.092, 0.408, -2.485], [2.535, -0.136, -3.346], [0.925, -0.483, -3.994], [1.947, -2.490, -2.950], [2.096, -1.636, -1.413], [-1.086, -3.758, -1.663], [0.641, -4.162, -1.693], [-0.563, -4.989, -3.713], [-1.051, -3.334, -4.106], [0.648, -3.795, -4.178], [-1.520, -1.610, -0.897], [-0.185, -0.455, -0.879], [-0.373, -3.108, 0.630], [1.137, -2.183, 0.506], [1.201, -0.078, 1.303], [0.971, -0.458, 4.529], [-0.060, 0.867, 5.087], [-0.776, -0.543, 4.293], [1.601, 2.166, 1.966], [1.388, 2.463, 3.693], [2.354, 1.091, 3.154], [-1.131, 2.412, 3.428], [-1.905, 0.971, 2.743], [-0.071, 4.082, 1.902], [0.027, 5.034, -0.355], [-0.483, 4.717, -2.551], [-1.953, 1.590, -1.907], [-2.070, 0.641, 0.374]], "atomic_forces_ev_per_a": [[0.12, -0.25, 0.14], [-0.07, 0.27, -0.17], [0.00, -0.12, -0.06], [0.00, -0.02, -0.26], [0.01, -0.02, 0.32], [0.04, -0.02, 0.18], [-0.18, 0.04, -0.25], [0.50, -0.34, -0.34], [-0.45, -0.01, 0.13], [0.34, 0.29, 0.05], [-0.17, 0.06, 0.38], [-0.04, 0.03, -0.18], [-0.18, -0.21, -0.09], [0.15, -0.12, -0.10], [-0.12, 0.05, 0.17], [-0.11, -0.09, -0.08], [0.02, 0.07, -0.18], [0.03, -0.06, 0.29], [-0.02, 0.06, -0.17], [0.07, 0.22, -0.26], [0.07, 0.18, 0.05], [-0.04, 0.14, 0.05], [0.12, 0.12, -0.03], [-0.06, 0.01, -0.11], [0.02, -0.02, 0.08], [0.01, -0.10, -0.04], [0.04, -0.04, 0.07], [-0.11, 0.00, 0.06], [0.01, -0.14, -0.09], [-0.08, 0.05, -0.06], [0.10, 0.00, -0.10], [0.00, 0.12, 0.07], [-0.10, 0.00, 0.02], [0.05, 0.04, 0.08], [0.02, -0.03, 0.01], [-0.05, -0.11, -0.03], [0.11, -0.04, 0.04], [0.00, 0.12, 0.11], [-0.05, -0.02, 0.06], [0.07, 0.07, -0.08], [-0.02, 0.09, 0.07], [0.09, -0.06, 0.03], [-0.03, 0.00, 0.08], [-0.02, 0.05, 0.10], [0.05, 0.04, 0.10], [0.03, 0.08, -0.02], [-0.05, -0.12, 0.04], [-0.07, -0.08, -0.12], [-0.07, -0.14, 0.03]], "nbo_charge": [-0.6082, -0.2124, -0.4618, -0.2089, -0.6077, -0.1996, -0.5244, 0.7012, -0.6402, -0.6388, 0.1426, -0.6208, -0.6222, -0.4409, -0.0544, -0.1845, -0.2968, 0.2830, -0.6662, -0.2257, -0.1987, 0.2039, 0.2038, 0.2123, 0.1965, 0.1597, 0.1961, 0.1645, 0.2072, 0.2116, 0.1987, 0.2028, 0.2034, 0.2309, 0.2042, 0.3966, 0.2072, 0.2063, 0.2442, 0.2171, 0.2189, 0.2129, 0.2121, 0.2426, 0.2094, 0.2054, 0.4783, 0.2185, 0.2201]}

No. 2
{"formula": "C31H31IMoN5O5Se", "method": "the ωB97M-V functional and the def2-TZVPD basis", "e_tot_ha": -4617.4649, "e_above_lowest_kcal_mol": 0.0, "spin_multiplicity": 1, "max_force_ev_per_a": 0.708, "total_charge": -1, "orbital_gap_ev": 7.08, "species": ["Mo", "O", "C", "C", "C", "C", "C", "C", "C", "C", "N", "H", "H", "H", "H", "H", "H", "H", "H", "H", "H", "H", "O", "C", "O", "C", "C", "C", "N", "C", "C", "C", "O", "O", "H", "H", "H", "I", "C", "N", "C", "Se", "N", "C", "C", "C", "C", "C", "C", "H", "H", "H", "H", "H", "H", "H", "H", "C", "C", "C", "C", "C", "C", "C", "C", "N", "H", "H", "H", "H", "H", "H", "H", "H", "H"], "positions_angstrom": [[1.171, 0.236, -0.006], [5.051, -1.017, 0.683], [5.024, 0.146, 1.483], [5.635, 1.300, 0.704], [4.833, 1.653, -0.558], [3.668, 2.566, -0.318], [3.836, 3.949, -0.239], [2.743, 4.778, -0.073], [1.469, 4.230, -0.006], [1.382, 2.861, -0.082], [2.440, 2.054, -0.214], [4.168, -1.423, 0.722], [5.603, -0.016, 2.400], [4.002, 0.387, 1.790], [6.641, 1.002, 0.400], [5.735, 2.176, 1.351], [4.476, 0.728, -1.016], [5.489, 2.150, -1.276], [4.835, 4.359, -0.316], [2.881, 5.850, -0.008], [0.574, 4.824, 0.110], [0.376, 2.398, -0.042], [-4.387, -4.043, 1.010], [-3.274, -4.188, 1.553], [-2.879, -5.009, 2.396], [-2.206, -3.152, 1.113], [-2.591, -2.033, 0.384], [-1.671, -1.046, 0.100], [-0.387, -1.171, 0.448], [0.020, -2.293, 1.060], [-0.861, -3.285, 1.444], [1.516, -2.397, 1.201], [2.057, -3.334, 1.729], [2.171, -1.447, 0.542], [-3.624, -1.959, 0.074], [-1.930, -0.130, -0.419], [-0.515, -4.154, 1.986], [1.184, 1.064, 2.828], [-5.250, 0.784, 0.422], [-4.159, 0.763, 1.370], [-3.063, 1.561, 1.337], [-2.653, 2.866, 0.097], [-2.275, 1.184, 2.359], [-2.819, 0.095, 3.026], [-2.321, -0.721, 4.029], [-3.096, -1.815, 4.380], [-4.320, -2.077, 3.757], [-4.815, -1.254, 2.759], [-4.034, -0.166, 2.404], [-4.965, 1.424, -0.409], [-6.156, 1.174, 0.888], [-5.436, -0.229, 0.065], [-1.340, 1.549, 2.505], [-1.352, -0.536, 4.473], [-2.726, -2.513, 5.118], [-4.858, -2.980, 4.008], [-5.728, -1.505, 2.237], [-0.047, 2.332, -3.210], [0.102, 0.963, -3.806], [-0.210, 0.710, -5.136], [-0.071, -0.562, -5.670], [0.380, -1.605, -4.874], [0.703, -1.396, -3.540], [1.178, -2.512, -2.655], [0.563, -0.101, -3.020], [0.883, 0.108, -1.689], [-0.463, 3.027, -3.939], [0.919, 2.721, -2.879], [-0.707, 2.313, -2.339], [-0.569, 1.523, -5.756], [-0.321, -0.743, -6.708], [0.481, -2.601, -5.289], [1.304, -3.431, -3.226], [0.460, -2.702, -1.854], [2.124, -2.259, -2.172]], "atomic_forces_ev_per_a": [[-0.02, -0.16, -0.02], [-0.19, -0.11, 0.02], [-0.01, 0.08, 0.04], [0.00, 0.02, -0.02], [-0.01, -0.02, 0.03], [-0.05, -0.02, -0.04], [0.01, 0.00, 0.02], [0.01, 0.02, 0.00], [0.00, -0.02, -0.02], [0.03, 0.08, -0.03], [0.00, 0.03, 0.06], [0.04, 0.01, -0.09], [0.01, 0.00, 0.00], [-0.03, 0.00, -0.01], [0.00, 0.00, 0.00], [0.00, 0.00, 0.00], [-0.01, 0.00, 0.01], [0.00, -0.01, -0.02], [0.00, 0.00, 0.00], [0.00, 0.00, 0.00], [0.01, 0.01, 0.00], [0.00, 0.07, 0.05], [-0.03, 0.05, 0.04], [0.06, -0.08, -0.07], [-0.02, 0.03, 0.03], [-0.01, 0.02, 0.02], [0.02, -0.02, 0.01], [0.01, -0.01, -0.06], [0.02, -0.03, 0.03], [-0.04, 0.10, 0.18], [-0.01, 0.01, 0.02], [0.00, -0.29, -0.65], [0.03, 0.08, 0.26], [0.16, 0.15, 0.23], [0.00, 0.01, 0.00], [0.00, -0.01, 0.00], [0.00, 0.00, 0.00], [0.02, 0.00, -0.03], [-0.01, 0.00, -0.01], [0.01, 0.01, 0.01], [-0.02, -0.01, -0.01], [0.02, 0.01, 0.01], [-0.01, 0.04, 0.06], [0.02, -0.01, -0.03], [0.00, -0.01, 0.01], [0.01, 0.00, -0.01], [0.01, 0.00, -0.02], [-0.02, -0.02, 0.00], [0.00, 0.00, 0.00], [0.00, 0.01, 0.00], [0.00, -0.01, 0.01], [0.00, 0.00, 0.00], [0.00, -0.01, -0.04], [0.00, 0.00, 0.00], [0.00, 0.01, 0.01], [-0.01, 0.00, 0.00], [0.01, 0.00, -0.01], [0.00, 0.01, 0.00], [0.00, -0.01, 0.00], [0.00, 0.01, 0.00], [0.00, 0.00, 0.00], [-0.01, 0.00, 0.00], [0.00, 0.00, 0.00], [0.00, 0.00, 0.00], [-0.01, 0.02, 0.00], [0.03, -0.01, 0.01], [0.00, 0.00, 0.00], [0.00, 0.00, 0.00], [0.00, -0.01, 0.00], [0.00, 0.00, 0.00], [0.00, 0.00, 0.00], [0.00, 0.00, 0.00], [0.00, 0.00, 0.00], [0.00, -0.01, 0.00], [0.00, 0.00, 0.01]], "mulliken_charge": [1.1049, -0.6165, 0.1487, -0.6999, -1.1589, 0.4190, -0.3923, -0.4467, -0.8517, -0.6298, 0.4838, 0.3710, 0.3045, -0.2517, 0.3902, 0.3647, 0.2191, 0.4769, 0.4783, 0.4075, 0.5447, 0.5885, -0.7395, 0.3766, -0.7474, 0.3085, -0.9296, -0.8252, 0.8679, 0.5548, -0.9790, 0.0188, -0.6774, -0.3579, 0.7021, 0.6974, 0.6049, -0.6321, -0.9616, 0.3123, -0.3842, -0.2866, 0.2482, 0.4555, -0.7595, -0.5169, -0.5166, -0.2860, 0.2120, 0.2667, 0.3244, 0.3673, -0.0499, 0.3994, 0.3751, 0.3062, 0.3597, -0.8251, 0.6832, -0.8864, -0.7716, -0.9324, 0.8376, -0.9203, 0.1492, -0.0504, 0.4122, 0.1645, -0.0156, 0.3742, 0.3846, 0.3992, 0.4187, 0.0507, 0.1655]}

No. 3
{"formula": "C18H28Cl2N6ScSe", "method": "the ωB97M-V functional and the def2-TZVPD basis", "e_tot_ha": -5113.0388, "e_above_lowest_kcal_mol": 7.5, "spin_multiplicity": 1, "max_force_ev_per_a": 0.645, "total_charge": 3, "orbital_gap_ev": 7.37, "species": ["Sc", "N", "C", "C", "C", "N", "H", "H", "H", "H", "H", "H", "H", "H", "H", "H", "N", "C", "C", "C", "C", "C", "C", "C", "C", "N", "C", "H", "H", "H", "H", "H", "H", "H", "H", "C", "N", "C", "C", "N", "C", "C", "Se", "H", "H", "H", "H", "H", "H", "H", "H", "Cl", "C", "Cl", "H", "H"], "positions_angstrom": [[0.014, 0.477, 1.080], [-1.335, -0.834, 2.355], [-2.768, -0.446, 2.612], [-2.880, 0.897, 3.312], [-2.474, 2.095, 2.469], [-0.983, 2.161, 2.245], [-1.323, -1.779, 1.978], [-0.886, -0.938, 3.267], [-3.239, -1.218, 3.214], [-3.289, -0.413, 1.656], [-2.314, 0.884, 4.250], [-3.924, 1.036, 3.595], [-2.790, 3.012, 2.959], [-2.957, 2.059, 1.492], [-0.549, 2.268, 3.161], [-0.801, 3.053, 1.786], [1.450, 1.901, -0.073], [0.766, 2.451, -1.248], [1.291, 3.473, -1.985], [0.619, 3.956, -3.128], [-0.561, 3.392, -3.514], [-1.129, 2.338, -2.759], [-2.354, 1.726, -3.105], [-2.866, 0.721, -2.323], [-2.166, 0.344, -1.182], [-1.015, 0.894, -0.810], [-0.467, 1.876, -1.606], [2.183, 1.270, -0.392], [1.945, 2.658, 0.392], [2.241, 3.914, -1.700], [1.053, 4.768, -3.696], [-1.079, 3.742, -4.400], [-2.881, 2.059, -3.992], [-3.797, 0.230, -2.567], [-2.562, -0.440, -0.546], [-0.169, -4.388, -0.568], [1.045, -3.967, -1.270], [1.652, -4.671, -2.292], [2.751, -3.977, -2.649], [2.805, -2.856, -1.842], [3.860, -1.841, -1.898], [1.755, -2.863, -1.010], [1.484, -1.656, 0.399], [-0.447, -5.373, -0.928], [-0.980, -3.693, -0.771], [0.023, -4.442, 0.500], [1.257, -5.598, -2.671], [3.495, -4.185, -3.400], [4.676, -2.230, -2.497], [4.223, -1.631, -0.896], [3.483, -0.931, -2.359], [0.772, -0.239, 5.128], [2.310, 0.094, 4.353], [2.111, 0.875, 2.724], [2.858, -0.825, 4.198], [2.861, 0.807, 4.952]], "atomic_forces_ev_per_a": [[0.01, -0.38, -0.52], [-0.24, 0.16, 0.01], [0.16, 0.07, 0.05], [0.12, 0.02, -0.05], [0.09, -0.12, 0.02], [-0.18, 0.03, -0.05], [0.04, -0.09, -0.10], [0.08, 0.02, 0.06], [-0.03, -0.07, 0.04], [-0.02, -0.03, -0.08], [-0.05, 0.01, -0.01], [-0.01, -0.01, 0.02], [-0.03, 0.08, 0.02], [0.00, 0.01, -0.05], [0.06, -0.04, 0.08], [0.06, 0.04, -0.07], [-0.30, 0.16, -0.16], [0.15, -0.02, 0.17], [0.09, 0.06, -0.04], [0.03, 0.03, 0.01], [-0.03, 0.01, -0.09], [-0.16, -0.03, -0.10], [0.05, 0.07, -0.06], [-0.11, 0.00, -0.11], [0.09, -0.05, 0.12], [0.11, 0.03, 0.18], [-0.12, -0.01, 0.12], [0.09, -0.15, -0.03], [0.00, 0.06, 0.14], [-0.03, -0.01, -0.02], [-0.01, -0.03, 0.02], [0.01, -0.01, 0.04], [0.01, -0.02, 0.03], [0.02, 0.02, 0.00], [0.01, -0.01, 0.02], [0.12, 0.00, -0.04], [-0.26, -0.18, 0.05], [-0.12, 0.01, 0.09], [0.09, 0.15, 0.03], [0.22, 0.10, -0.13], [-0.06, -0.09, -0.01], [-0.15, 0.05, -0.20], [0.19, 0.06, 0.38], [0.01, -0.02, -0.02], [-0.01, 0.04, -0.04], [0.04, 0.00, 0.02], [-0.02, 0.04, 0.05], [-0.01, 0.05, 0.05], [0.00, -0.03, -0.01], [0.00, -0.03, 0.05], [-0.05, 0.00, -0.02], [0.08, 0.06, -0.14], [-0.23, -0.16, 0.34], [0.11, 0.12, 0.07], [0.03, -0.08, -0.12], [0.07, 0.11, -0.05]], "nbo_charge": [1.6023, -0.9282, -0.2172, -0.4444, -0.2195, -0.9163, 0.4214, 0.4199, 0.2404, 0.2016, 0.2225, 0.2769, 0.2419, 0.2096, 0.4143, 0.4145, -0.9082, 0.0661, -0.1602, -0.1705, -0.1241, -0.1067, -0.0347, -0.2525, 0.1026, -0.6276, 0.2188, 0.4286, 0.4233, 0.2475, 0.2644, 0.2555, 0.2617, 0.2671, 0.2092, -0.4064, -0.3136, -0.0288, -0.0377, -0.3089, -0.4092, 0.2873, -0.2747, 0.2537, 0.2142, 0.2321, 0.2673, 0.2694, 0.2532, 0.2351, 0.2183, 0.0495, -0.3509, 0.0175, 0.2619, 0.2714]}

No. 4
{"formula": "C5H10N2", "method": "the ωB97M-V functional and the def2-TZVPD basis", "e_tot_ha": -305.8076, "e_above_lowest_kcal_mol": 135.7, "spin_multiplicity": 1, "max_force_ev_per_a": 7.698, "total_charge": 0, "orbital_gap_ev": 9.05, "species": ["C", "C", "C", "N", "N", "C", "C", "H", "H", "H", "H", "H", "H", "H", "H", "H", "H"], "positions_angstrom": [[-0.065, -2.005, -0.324], [0.218, -0.619, -0.935], [0.849, -0.861, -2.316], [-0.197, 0.594, -0.412], [-0.397, 0.403, 0.886], [0.488, 1.340, 1.769], [-0.903, 1.561, 1.520], [-1.121, -2.209, 0.132], [0.088, -2.848, -1.052], [0.318, -1.865, 0.660], [-0.097, -1.141, -2.962], [1.535, -1.691, -2.208], [1.277, 0.168, -3.005], [0.784, 0.838, 2.782], [0.783, 1.917, 0.951], [-1.575, 1.091, 2.250], [-1.359, 2.265, 0.844]], "atomic_forces_ev_per_a": [[-2.49, 0.70, 0.40], [-2.00, 2.48, -0.32], [-2.19, 3.76, -2.47], [3.93, -4.51, -4.85], [-0.41, -1.11, 3.34], [-0.96, -2.26, 0.63], [-4.33, -1.46, 1.76], [1.05, 1.05, -1.53], [0.69, 0.82, 1.34], [1.72, -1.25, 0.77], [1.97, -0.04, 0.97], [0.23, 0.16, -0.49], [-0.96, -3.17, 2.62], [0.24, 1.59, -2.43], [3.45, 1.28, -0.11], [-0.29, 1.30, 0.19], [0.34, 0.67, 0.19]], "nbo_charge": [-0.7544, 0.3013, -0.6713, -0.3337, -0.2988, -0.3276, -0.2719, 0.2502, 0.2331, 0.2739, 0.2361, 0.2277, 0.2299, 0.2495, 0.2461, 0.1974, 0.2124]}